[1]
An isolated ion of composition C4H12BFN6OP and charge +1 in a non-equilibrium geometry. Source: the OMol25 dataset; level of theory: wB97M-V/def2-TZVPD.

```
26
C4H12BFN6OP wB97M-V/def2-TZVPD
N 4.46161 -1.16198 0.38223
P 3.15206 -0.75619 -0.34812
N 1.82303 -1.60247 0.34932
C 0.49948 -1.34177 0.46061
N -0.28954 -2.16108 1.12280
C -1.48521 -1.60186 1.06936
N -1.47163 -0.47234 0.38645
B -2.75240 0.35410 0.22111
N -3.69328 0.09235 -0.87758
O -2.98431 1.30697 1.09911
N -0.18898 -0.28663 -0.03705
C 0.17963 0.85090 -0.84876
C 0.61391 2.04216 0.00546
F -0.49498 2.73170 0.39251
H 4.89084 -0.34210 0.79144
H 3.19458 -1.19793 -1.67894
H 2.92517 0.62696 -0.28237
H 2.09886 -2.47782 0.77342
H -2.39351 -1.95892 1.51506
H -3.89008 -0.90727 -0.91760
H -3.19781 0.26317 -1.75295
H -3.68643 1.88452 0.77646
H -0.66473 1.20048 -1.43062
H 0.93249 0.59656 -1.57802
H 1.34047 2.66796 -0.50011
H 1.08076 1.65051 0.90675
```

Properties
lowest unoccupied orbital energy = -0.120 Ha
SMILES = N=[PH2]Nc1ncn(B(N)O)[n+]1CCF
net charge = +1
E_HOMO = -12.6 eV

---

[2]
C4H12BIInO2 as an isolated structure. Source: the OMol25 dataset; level of theory: wB97M-V/def2-TZVPD.

```
21
C4H12BIInO2 wB97M-V/def2-TZVPD
C -2.33828 -0.74378 1.26228
C -0.93548 -0.77318 1.86012
C -0.02452 -1.74011 1.11745
I 1.48765 -2.42294 2.55663
In 1.07824 -0.87985 -0.66281
B 0.05384 0.94529 -1.60511
O -1.32069 1.23242 -1.59117
O 0.78062 1.85913 -2.37330
C 2.03649 2.25182 -1.82501
H -2.60276 -1.70584 0.83427
H -2.46099 -0.00429 0.47577
H -3.07254 -0.52603 2.03302
H -1.04655 -1.11146 2.89004
H -0.49349 0.21883 1.92044
H -0.55853 -2.64246 0.85212
H 1.18983 -2.16833 -1.90299
H 2.69521 -0.38996 -0.06079
H -1.57787 1.47539 -0.68878
H 2.82999 1.60075 -2.18177
H 2.04052 2.26186 -0.73975
H 2.23929 3.26273 -2.17065
```

Properties
lowest unoccupied orbital energy = 0.105 Ha
net charge = -1
E_HOMO = -4.1 eV

---

[3]
A 2-piece molecular cluster, C4H12BNO overall in a non-equilibrium geometry. Source: the OMol25 dataset; level of theory: wB97M-V/def2-TZVPD.

```
19
C4H12BNO wB97M-V/def2-TZVPD
B -1.16233 -0.21676 -0.07598
C -0.90423 1.23159 -0.48278
C 2.16895 0.10776 0.95714
C 2.51423 -0.66858 -1.35512
C -3.44476 -0.81106 0.77753
N 1.88687 -0.83479 -0.09239
O -2.07561 -1.01364 0.35936
H -1.68681 1.86131 -0.13156
H -0.85564 1.15858 -1.55196
H 0.04901 1.69895 -0.15896
H 1.52596 0.12861 1.81781
H 3.25747 0.12668 1.25162
H 1.98919 1.22528 0.74474
H 2.22122 0.31668 -1.74270
H 3.64305 -0.81220 -1.22787
H 2.04542 -1.36103 -1.96295
H -3.75487 -1.74034 1.21978
H -4.01892 -0.29571 0.09354
H -3.39821 -0.10131 1.56079
```

Properties
lowest unoccupied orbital energy (spin up / spin down) = 0.014 / 0.018 Ha
E_HOMO (spin up / spin down) = -5.7 / -8.2 eV

---

[4]
An isolated ion of composition C4H12BrN2 and charge +1 in a non-equilibrium geometry. Source: the OMol25 dataset; level of theory: wB97M-V/def2-TZVPD.

```
19
C4H12BrN2 wB97M-V/def2-TZVPD
C -2.38036 -1.56928 0.60049
C -1.30882 -1.15628 -0.36048
N -0.42542 -0.18558 0.26745
C 0.61893 0.56084 -0.54135
N 1.95563 0.49143 0.37496
C 2.70584 1.72402 0.61909
Br 3.21198 -0.80196 -0.30183
H -2.91377 -0.66097 0.93416
H -3.12734 -2.06316 0.07356
H -2.01576 -2.08576 1.44788
H -1.78383 -0.73652 -1.23754
H -0.81734 -1.93685 -0.88480
H -0.03770 -0.68225 1.04526
H -1.04650 0.51929 0.65202
H 0.54143 0.36459 -1.61538
H 0.34776 1.66354 -0.43330
H 3.18190 2.31364 -0.16700
H 1.91788 2.35363 1.05108
H 3.33434 1.49675 1.43993
```

Properties
lowest unoccupied orbital energy = -0.119 Ha
SMILES = CC[NH2+]CN(C)Br
net charge = +1
E_HOMO = -13.3 eV

---

[5]
An isolated ion of composition C4H12BrN2 and charge +1 in a non-equilibrium geometry. Source: the OMol25 dataset; level of theory: wB97M-V/def2-TZVPD.

```
19
C4H12BrN2 wB97M-V/def2-TZVPD
C -0.67724 -1.93955 1.71411
C 0.08269 -1.02601 0.74529
C -0.52603 0.41014 0.75582
C 0.17168 1.27976 -0.66463
N 1.50622 1.37211 -0.75969
N -0.04831 0.38956 -1.86339
Br -0.96973 2.99603 -1.00926
H -0.79925 -1.46641 2.70205
H -0.04826 -2.89092 1.66468
H -1.65541 -2.03083 1.18414
H 0.26964 -1.58615 -0.13491
H 1.02176 -0.82564 1.10297
H -1.57402 0.55575 0.45039
H -0.45988 0.79413 1.75875
H 2.19219 1.46281 0.01881
H 1.92171 1.99336 -1.52945
H 0.14899 -0.59484 -1.30483
H -1.06197 0.44515 -2.18972
H 0.50522 0.66155 -2.64111
```

Properties
lowest unoccupied orbital energy = -0.123 Ha
SMILES = CCC[C@@](N)([NH3+])Br
net charge = +1
E_HOMO = -14.3 eV

---

[6]
An isolated ion of composition C4H12ClN2Si and charge +1 in a non-equilibrium geometry. Source: the OMol25 dataset; level of theory: wB97M-V/def2-TZVPD.

```
20
C4H12ClN2Si wB97M-V/def2-TZVPD
C -1.77018 1.61204 -1.91498
N -0.94327 0.78773 -1.07877
C -0.92306 0.61431 0.18051
Cl -1.99115 1.37411 1.35775
C 0.11378 -0.44625 0.69842
Si -0.74231 -2.11881 1.52091
N 1.22818 -0.46868 -0.24451
C 2.44208 0.39396 0.14378
H -1.05423 2.29259 -2.45089
H -2.42976 2.30741 -1.28845
H -2.24140 1.03385 -2.69833
H 0.39960 -0.24087 1.80638
H 0.52146 -2.72742 1.99644
H -1.35589 -2.95416 0.57947
H -1.82535 -1.66438 2.23287
H 0.86093 -0.07047 -1.16743
H 1.48158 -1.42965 -0.37183
H 3.17443 0.09294 -0.58557
H 2.21252 1.45883 0.05045
H 2.84204 0.15289 1.23382
```

Properties
lowest unoccupied orbital energy = -0.116 Ha
SMILES = C/N=C(\Cl)[C@@H]([SiH3])[NH2+]C
net charge = +1
E_HOMO = -14.0 eV

---

[7]
An isolated molecule of C4H12ClNSi in a non-equilibrium geometry. Source: the OMol25 dataset; level of theory: wB97M-V/def2-TZVPD.

```
19
C4H12ClNSi wB97M-V/def2-TZVPD
C -0.41664 1.91157 -1.27229
N -0.48656 0.96391 -0.17727
C -1.16132 1.52600 0.97213
Si 0.68275 -0.28363 -0.04455
C 0.93385 -1.17258 -1.69782
C 0.43368 -1.35728 1.49295
Cl 2.81311 0.87596 0.28241
H 0.03411 1.44261 -2.14059
H -1.42282 2.24958 -1.52755
H 0.18567 2.78339 -0.99870
H -0.58274 2.34032 1.42204
H -2.13027 1.92663 0.66061
H -1.32666 0.75773 1.72305
H 1.38413 -2.14762 -1.54503
H -0.00978 -1.31644 -2.21599
H 1.59619 -0.61058 -2.34830
H 1.16316 -2.15962 1.51446
H 0.55442 -0.78140 2.40362
H -0.55568 -1.80371 1.49706
```

Properties
lowest unoccupied orbital energy = 0.027 Ha
SMILES = CN(C)[Si](C)(C)Cl
E_HOMO = -9.1 eV

---

[8]
A 2-piece molecular cluster, C4H12F4N6OP overall in a non-equilibrium geometry. Source: the OMol25 dataset; level of theory: wB97M-V/def2-TZVPD.

```
28
C4H12F4N6OP wB97M-V/def2-TZVPD
N -0.77872 0.37084 0.47649
P 0.12477 -0.63818 -0.28203
N 1.85732 -0.29673 -0.26295
C 2.68924 -1.10054 -1.03779
N 3.06178 -0.70939 -2.25790
N 3.16911 -2.29071 -0.59981
C 2.48758 0.79018 0.46169
F 3.77663 0.83379 0.03829
F 1.93665 1.96182 0.15807
C 2.55952 0.59292 1.99482
F 1.37151 0.25176 2.49378
F 2.93750 1.76554 2.51759
H -0.22128 1.10229 0.90177
H -0.23260 -0.66373 -1.64671
H 0.05226 -1.97924 0.15236
H 4.06195 -0.62434 -2.42449
H 2.56013 0.12396 -2.54701
H 2.72005 -3.08180 -1.06111
H 3.02016 -2.39667 0.39796
H 3.33088 -0.14275 2.21720
C -4.85027 1.16239 0.30288
O -4.34823 2.08366 0.91718
N -6.20218 0.95983 0.25170
N -4.09292 0.25010 -0.39065
H -6.63418 0.20785 -0.24878
H -6.78045 1.61030 0.74849
H -3.09673 0.37375 -0.36541
H -4.47948 -0.51687 -0.90563
```

Properties
lowest unoccupied orbital energy = -0.215 Ha
net charge = +1
E_HOMO = -11.5 eV

---

[9]
A 3-piece molecular cluster, C4H12IO4 overall in a non-equilibrium geometry. Source: the OMol25 dataset; level of theory: wB97M-V/def2-TZVPD.

```
21
C4H12IO4 wB97M-V/def2-TZVPD
I 0.50089 0.70563 0.10687
C 1.56869 1.63125 -6.15513
C 1.54678 2.71270 -4.99448
O 0.30171 2.80658 -4.49513
O 2.90401 1.33916 -6.69545
H 0.96185 1.85735 -7.03190
H 0.99175 0.73903 -5.91187
H 2.01753 3.67068 -5.21537
H 2.32141 2.45834 -4.27103
H 0.47092 2.47274 -3.61110
H 2.84077 0.46433 -7.08567
C -1.85510 -2.89470 5.67290
C -1.81328 -1.46269 5.15103
O -0.45799 -0.93120 4.99222
O -1.32393 -2.91347 6.96259
H -1.14223 -3.55977 5.18544
H -2.84927 -3.34012 5.70927
H -2.18376 -0.74863 5.88653
H -2.33044 -1.34065 4.19933
H -0.39083 -0.77918 4.04671
H -2.07949 -2.88737 7.55424
```

Properties
lowest unoccupied orbital energy = 0.098 Ha
net charge = -1
E_HOMO = -3.6 eV

---

[10]
C4H12IO4Zn as an isolated structure in a non-equilibrium geometry. Source: the OMol25 dataset; level of theory: wB97M-V/def2-TZVPD.

```
22
C4H12IO4Zn wB97M-V/def2-TZVPD
Zn 0.98541 0.59286 -0.22703
I 3.03626 1.30513 1.66617
C -1.32889 2.27094 -0.38829
C -1.53908 1.31333 -1.56564
O -0.95233 0.00108 -1.32653
O 0.03078 2.24408 -0.09916
H -1.90469 1.87093 0.44631
H -1.59732 3.25889 -0.76245
H -1.03461 1.62521 -2.48015
H -2.58840 1.32126 -1.86051
H -1.39688 -0.56334 -1.96323
H 0.22730 3.18028 -0.01846
C 0.33943 -1.81201 1.47107
C 1.24612 -2.37447 0.40845
O 1.85967 -1.34053 -0.34711
O -0.12928 -0.52177 1.21007
H 0.82028 -1.80909 2.44927
H -0.57156 -2.36495 1.70012
H 0.66061 -3.00252 -0.26298
H 1.98742 -3.07252 0.79744
H 2.65156 -1.72367 -0.73145
H -0.80179 -0.39903 1.88406
```

Properties
lowest unoccupied orbital energy = -0.138 Ha
net charge = +1
E_HOMO = -11.2 eV

---

[11]
C4H12MgNO11P2S as an isolated structure. Source: the OMol25 dataset; level of theory: wB97M-V/def2-TZVPD.

```
32
C4H12MgNO11P2S wB97M-V/def2-TZVPD
Mg 1.74394 -0.53712 -0.56279
O 0.29700 2.94569 1.15313
P 1.69142 2.13357 1.34932
O 2.31078 2.50762 2.63207
O 1.35904 0.67904 1.06205
O 2.58750 2.68145 0.11503
P 3.35895 1.73197 -0.96726
O 4.02307 0.57598 -0.01300
O 4.40086 2.49134 -1.65986
O 2.29186 0.97182 -1.73825
H 0.33089 3.69939 1.75629
H 3.62523 0.50416 0.86598
C -3.25984 -1.07981 -1.37813
C -2.64742 0.30529 -1.48678
S -1.12816 0.53573 -0.53773
O -0.27890 -0.64902 -0.96482
C -1.72417 0.16196 1.14625
C -1.52524 -1.28932 1.54544
H -4.02964 -1.20882 -2.13992
H -3.72097 -1.23635 -0.40295
H -2.49363 -1.83917 -1.53186
H -3.32277 1.10174 -1.16636
H -2.32927 0.52205 -2.50794
H -2.76707 0.48314 1.19273
H -1.12632 0.82069 1.77408
H -2.14072 -1.97114 0.96060
H -1.78465 -1.40354 2.59907
H -0.48615 -1.58428 1.41863
O 2.04150 -2.37796 -1.64527
N 1.67739 -3.04849 -0.63256
O 1.35462 -4.21173 -0.70991
O 1.67086 -2.41587 0.47474
```

Properties
lowest unoccupied orbital energy = 0.083 Ha
net charge = -1
E_HOMO = -6.9 eV

---

[12]
A 2-piece molecular cluster, C4H12N2 overall in a non-equilibrium geometry. Source: the OMol25 dataset; level of theory: wB97M-V/def2-TZVPD.

```
18
C4H12N2 wB97M-V/def2-TZVPD
C 2.69002 -1.00359 -0.65093
N 1.24565 -0.88146 -0.65982
C 0.66397 -1.32845 -1.95889
H 2.90994 -1.97298 -0.79863
H 3.04862 -0.63317 -1.64863
H 3.00893 -0.57633 0.33329
H 0.92510 0.06399 -0.48055
H 1.23414 -2.17726 -2.26548
H 0.51321 -0.43982 -2.63917
H -0.36871 -1.69363 -1.77707
C -2.62042 1.69055 0.89393
C -1.17836 0.97904 2.53208
N -2.28772 1.56579 2.25033
H -3.76056 1.70491 0.91649
H -2.48297 0.83413 0.17249
H -2.16429 2.57305 0.29166
H -0.88404 0.83476 3.57846
H -0.49252 0.46045 1.91046
```

Properties
lowest unoccupied orbital energy (spin up / spin down) = 0.140 / 0.134 Ha
2S+1 = 2
net charge = -1
E_HOMO (spin up / spin down) = 1.1 / -4.8 eV

---

[13]
A 2-piece molecular cluster, C4H12N2 overall. Source: the OMol25 dataset; level of theory: wB97M-V/def2-TZVPD.

```
18
C4H12N2 wB97M-V/def2-TZVPD
C -0.72172 -3.07513 1.49451
N -0.66375 -2.63660 0.12877
C -0.62631 -1.41931 -0.18864
N -0.59135 -0.27079 0.67244
H -1.53113 -3.79933 1.57284
H -0.88926 -2.27681 2.22694
H 0.19992 -3.59596 1.75726
H -0.60970 -1.18410 -1.25057
H -1.52773 0.01236 0.94974
H -0.11446 -0.48140 1.54300
C 1.80986 2.94182 -0.80767
C 0.54956 3.60400 -1.36524
H 2.09587 3.32602 0.16963
H 2.64755 3.08683 -1.48616
H 1.64657 1.86565 -0.71662
H 0.76738 4.60807 -1.73715
H 0.12199 3.03407 -2.18620
H -0.19083 3.74750 -0.58084
```

Properties
lowest unoccupied orbital energy = 0.033 Ha
SMILES = C/N=C\N.CC
E_HOMO = -9.6 eV

---

| no. | electronic energy (eV) | M (Da) |
| --- | --- | --- |
| 1 | -28008.12958 | 220.965 |
| 2 | -22389.22064 | 344.672 |
| 3 | -8552.08358 | 100.958 |
| 4 | -77356.40246 | 168.058 |
| 5 | -77356.58909 | 168.058 |
| 6 | -27714.25519 | 151.693 |
| 7 | -26235.04769 | 137.686 |
| 8 | -35482.00305 | 267.147 |
| 9 | -20633.51563 | 251.040 |
| 10 | -69044.45365 | 316.430 |
| 11 | -63224.08341 | 368.456 |
| 12 | -7318.99291 | 88.154 |
| 13 | -7321.95629 | 88.154 |